The following is a DFT calculation (wB97M-V/def2-TZVPD) of a single C5H7NOS molecule.

Geometry as XYZ:
```
15
Properties=species:S:1:pos:R:3:forces:R:3
O -1.685 -1.151 -0.185 -0.342 -1.243 0.237
C -0.548 -0.860 -0.922 0.069 0.404 -0.258
C 0.865 -1.084 -0.334 0.459 -0.574 -0.076
C 0.874 -0.723 1.133 0.215 -0.213 0.272
N 0.371 0.341 1.622 0.159 -0.274 -0.167
S -0.387 1.442 0.595 0.042 -0.161 0.010
C -0.175 0.631 -1.010 0.126 -0.024 0.132
C 1.284 0.150 -1.175 0.238 0.571 0.563
H -1.783 -2.129 -0.169 -0.055 0.952 0.067
H -0.604 -1.283 -1.931 0.073 0.039 0.013
H 1.363 -2.049 -0.542 -0.222 0.458 0.218
H 1.366 -1.426 1.835 -0.341 0.486 -0.326
H -0.634 1.262 -1.758 -0.115 0.108 -0.208
H 2.080 0.806 -0.771 -0.448 -0.418 -0.226
H 1.484 -0.111 -2.204 0.141 -0.110 -0.250
```
Forces are in eV/Å.

Summary:
ΔE to the lowest compared entry with this formula, charge and spin   43.1 kcal per mole
Gap between HOMO and LUMO   9.0 eV
Total charge   0
SMILES string   O[C@@H]1[C@@H]2C=NS[C@H]1C2

The following is a DFT calculation (wB97M-V/def2-TZVPD) of a single C5H7NS molecule.

Geometry as XYZ:
```
14
Properties=species:S:1:pos:R:3:forces:R:3
C 0.698 0.170 -1.453 -1.228 -2.171 -0.562
C 1.040 0.503 -0.065 1.488 0.021 -0.363
S 2.500 1.120 0.378 -1.395 -0.597 -0.033
C -0.143 0.264 0.820 0.374 -1.063 1.407
C -0.756 -1.183 0.752 2.322 0.073 -0.549
C -0.982 1.410 0.588 -0.529 -1.432 0.266
N -1.778 2.195 0.396 -0.994 1.529 -0.338
H 0.780 -0.972 -1.584 -0.225 1.382 0.390
H -0.434 0.385 -1.614 2.156 0.042 -0.446
H 1.471 0.512 -2.114 -0.320 0.755 -0.718
H 0.214 0.347 1.812 0.357 0.373 1.278
H -0.899 -1.427 -0.269 0.017 -0.436 -1.103
H -0.021 -1.927 1.182 -0.625 1.004 -0.464
H -1.690 -1.398 1.169 -1.397 0.520 1.234
```
Forces are in eV/Å.

Summary:
ΔE to the lowest compared entry with this formula, charge and spin   33.3 kcal per mole
Gap between HOMO and LUMO   8.5 eV
Total charge   0
SMILES string   CC(=S)[C@H](C)C#N

The following is a DFT calculation (wB97M-V/def2-TZVPD) of a single C5H7NS2 molecule.

Geometry as XYZ:
```
15
Properties=species:S:1:pos:R:3:forces:R:3
C -1.299 -1.567 -0.380 1.223 -0.748 -0.071
C -0.449 -0.695 0.143 0.252 0.391 -0.042
C -0.803 0.668 0.674 0.053 -0.469 -0.591
C -0.202 1.686 -0.304 -0.029 0.858 0.604
S 1.616 1.670 -0.122 -0.155 -0.416 -0.008
C 1.937 -0.048 0.004 1.046 -1.064 0.451
S 3.520 -0.596 0.045 -0.640 0.622 -0.188
N 0.947 -0.970 0.146 -1.232 1.059 -0.164
H -2.340 -1.394 -0.460 -0.790 0.124 0.157
H -0.882 -2.502 -0.771 -0.407 0.292 0.025
H -1.884 0.739 0.764 -0.101 0.141 -0.186
H -0.382 0.760 1.674 0.080 0.281 0.007
H -0.540 2.734 -0.095 0.386 -0.884 -0.126
H -0.422 1.453 -1.345 -0.254 -0.041 0.129
H 1.182 -1.938 0.028 0.565 -0.146 0.004
```
Forces are in eV/Å.

Summary:
ΔE to the lowest compared entry with this formula, charge and spin   3.6 kcal per mole
Gap between HOMO and LUMO   8.7 eV
Total charge   0
SMILES string   C=C1CCSC(=S)N1

The following is a DFT calculation (wB97M-V/def2-TZVPD) of a single C5H7NS2 molecule.

Geometry as XYZ:
```
15
Properties=species:S:1:pos:R:3:forces:R:3
C 1.113 1.135 1.560 2.593 -0.453 -0.948
C 0.180 0.651 0.470 -1.457 0.741 0.388
C -0.579 -0.609 0.682 -1.758 -1.110 1.687
S -2.269 -0.752 -0.010 0.798 0.221 -0.264
N -1.599 -0.536 -1.598 2.651 -0.208 2.097
C -0.217 -0.627 -1.694 -1.741 0.331 0.255
S 0.560 -0.784 -3.085 0.683 -0.081 -1.402
C 0.463 -0.571 -0.380 -1.165 -0.561 -0.212
H 1.608 2.135 1.074 -0.747 -2.501 1.737
H 1.957 0.138 1.488 -2.030 3.436 1.202
H 0.627 1.361 2.629 1.200 -0.742 -2.545
H -0.451 1.427 -0.040 0.814 -0.714 0.370
H -0.523 -1.267 1.605 0.371 1.124 -1.225
H -2.128 -0.415 -2.406 -1.025 0.076 -1.296
H 1.258 -1.286 -0.296 0.813 0.441 0.157
```
Forces are in eV/Å.

Summary:
ΔE to the lowest compared entry with this formula, charge and spin   55.6 kcal per mole
Gap between HOMO and LUMO   8.5 eV
Total charge   0
SMILES string   C[C@@H]1[C@H]2SNC(=S)[C@@H]12

The following is a DFT calculation (wB97M-V/def2-TZVPD) of a single C5H7NS2 molecule.

Geometry as XYZ:
```
15
Properties=species:S:1:pos:R:3:forces:R:3
S -1.976 -1.245 -0.589 -0.271 0.504 0.201
C -0.502 -0.392 0.023 -0.043 0.364 -0.252
C 0.245 -1.219 1.030 -1.439 -0.197 1.296
N 1.416 -1.605 0.800 0.867 -0.084 -0.430
S 2.010 -1.016 -0.706 -0.129 -0.085 0.144
C 0.600 0.085 -0.959 0.201 0.220 0.410
C 0.616 1.452 -0.212 0.193 -0.158 0.040
C -0.746 1.085 0.435 1.136 -0.471 1.158
H -1.368 -2.368 -0.921 0.284 -0.535 -0.153
H -0.280 -1.551 1.970 0.576 0.339 -0.966
H 0.308 0.145 -1.998 -0.074 -0.061 -0.172
H 0.625 2.347 -0.835 0.057 -0.101 0.039
H 1.448 1.497 0.513 -0.443 0.007 -0.296
H -0.822 1.279 1.523 -0.121 -0.144 -0.558
H -1.575 1.506 -0.075 -0.794 0.401 -0.461
```
Forces are in eV/Å.

Summary:
ΔE to the lowest compared entry with this formula, charge and spin   22.2 kcal per mole
Gap between HOMO and LUMO   9.4 eV
Total charge   0
SMILES string   S[C@@]12C=NS[C@@H]1CC2

The following is a DFT calculation (wB97M-V/def2-TZVPD) of a molecular structure, C5H7NaO3.

Geometry as XYZ:
```
16
Properties=species:S:1:pos:R:3:forces:R:3
O 1.643 1.671 -1.078 0.270 2.107 -1.462
C 0.570 0.890 -1.089 2.842 -6.615 -0.393
C 2.572 1.229 -0.079 -0.582 0.003 0.344
O 0.333 0.424 0.144 1.576 -0.503 2.137
O 0.388 0.037 -1.981 -1.433 3.224 -0.704
C 1.777 0.123 0.631 -1.429 1.545 1.311
H 2.822 2.073 0.570 -0.064 -0.176 -0.146
H 3.470 0.854 -0.583 -0.266 0.132 0.047
H 1.689 0.257 1.715 0.080 0.234 -0.311
H 2.241 -0.862 0.526 -1.081 -0.220 -0.943
Na -1.724 -1.331 -2.176 0.097 0.608 0.874
C -2.989 -1.327 0.996 -0.052 -0.288 -0.785
H -2.172 -2.007 1.281 -0.174 0.303 0.137
H -3.939 -1.520 1.522 0.317 0.313 0.133
C -2.864 -0.506 -0.072 -0.205 -0.687 -0.606
H -3.818 -0.004 -0.324 0.103 0.020 0.368
```
Forces are in eV/Å.

Summary:
ΔE to the lowest compared entry with this formula, charge and spin   22.7 kcal per mole
Gap between HOMO and LUMO   5.7 eV
Total charge   0

The following is a DFT calculation (wB97M-V/def2-TZVPD) of 2 unconnected molecules or ions with the total composition C5H7O2S.

Geometry as XYZ:
```
15
Properties=species:S:1:pos:R:3:forces:R:3
C 1.580 -2.024 -0.902 -0.742 1.553 -0.117
C 0.947 -1.001 -0.651 -0.855 -0.664 -0.313
C 0.410 1.433 -0.650 -1.064 0.280 -0.489
C -1.478 -0.212 -0.641 1.704 -1.441 -4.131
C 0.007 0.004 -0.458 0.715 0.155 -0.314
O 0.864 1.128 2.932 0.115 -0.759 -0.640
O -0.828 -0.625 2.857 -0.079 -0.367 -0.161
S 0.522 -0.231 2.439 -0.336 1.098 -0.114
H 2.110 -2.872 -0.662 0.957 -1.284 0.306
H 1.471 1.520 -0.958 -0.640 0.350 0.475
H 0.132 1.855 0.323 0.718 0.986 -0.169
H -0.311 1.921 -1.415 1.353 -0.522 0.847
H -1.923 0.652 -1.185 0.068 -0.533 0.615
H -1.857 -0.384 0.279 -2.039 -0.437 2.979
H -1.646 -1.164 -1.308 0.127 1.583 1.225
```
Forces are in eV/Å.

Summary:
ΔE to the lowest compared entry with this formula, charge and spin   75.5 kcal per mole
Gap between HOMO and LUMO (spin up / spin down)   6.6 / 5.6 eV
Total charge   -1

The following is a DFT calculation (wB97M-V/def2-TZVPD) of a gas-phase ion, C5H7O3 (charge -1).

Geometry as XYZ:
```
15
Properties=species:S:1:pos:R:3:forces:R:3
O 0.364 -1.709 -2.343 0.010 0.410 -0.083
C -0.111 -1.067 -1.425 -0.036 -1.296 -0.357
C -0.306 -1.761 -0.086 0.161 0.681 1.117
C -0.989 -0.823 0.954 -0.204 0.463 -1.408
C -0.048 0.240 1.468 1.752 -0.769 1.306
C 0.341 1.451 0.600 -0.998 1.489 -0.139
O -0.421 1.754 -0.363 0.176 -0.719 0.156
O 1.286 2.143 1.025 0.360 -0.479 0.105
H -0.454 -0.028 -1.549 0.120 0.039 0.223
H -0.788 -2.730 -0.246 -0.365 0.238 -0.148
H 0.683 -2.046 0.293 0.111 0.150 -0.133
H -1.728 -0.260 0.362 -0.334 -0.236 0.407
H -1.475 -1.325 1.788 -0.028 -0.320 -0.144
H -0.313 0.596 2.474 -0.605 0.357 -0.426
H 0.908 -0.237 1.775 -0.120 -0.009 -0.477
```
Forces are in eV/Å.

Summary:
ΔE to the lowest compared entry with this formula, charge and spin   5.3 kcal per mole
Gap between HOMO and LUMO   8.1 eV
Total charge   -1
SMILES string   O=CCCCC(=O)[O-]